Record 1
A gas-phase ion, C7H13O (charge -1) in a non-equilibrium geometry, computed with wB97M-V/def2-TZVPD.

XYZ file:
```
21
Properties=species:S:1:pos:R:3:lowdin_charge:R:1
C -0.13933 -1.89001 0.13665 0.0353
C -0.46930 -0.74301 -0.44410 -0.3435
C -1.91304 -0.33565 -0.54973 -0.2288
C -2.33435 0.61481 0.62260 -0.0826
C 0.53043 0.24518 -1.01727 -0.1971
C 1.38616 1.02484 -0.01512 -0.2073
C 2.60249 0.24120 0.64402 -0.5675
O 2.98408 0.71840 1.82243 -0.3641
H -0.92271 -2.51631 0.56474 0.0523
H 0.86745 -2.27623 0.20104 0.0467
H -2.16963 0.12982 -1.49491 0.0897
H -2.54916 -1.22652 -0.49450 0.0905
H -1.44083 0.97558 1.11975 0.0588
H -2.86308 1.49245 0.23467 0.0576
H -3.00969 0.10465 1.30920 0.0591
H 1.20316 -0.33744 -1.66513 0.1103
H -0.02444 0.91232 -1.68801 0.0932
H 1.82238 1.87389 -0.56248 0.0867
H 0.78957 1.47300 0.78092 0.0804
H 2.26952 -0.82295 0.66452 0.0557
H 3.38033 0.34198 -0.16927 0.0746
```

Results
F_max: 1.37 eV/A
2S+1: 1
Relative energy (zero: lowest compared OMol25 entry of this formula, charge and spin): 0.4761 eV
Charge: -1

Record 2
C13H9F10O3P in the gas phase, computed with wB97M-V/def2-TZVPD.

XYZ file:
```
36
Properties=species:S:1:pos:R:3:lowdin_charge:R:1
C -1.98188 0.66734 2.76038 -0.0072
C -1.28302 -0.46149 2.07482 -0.1326
C -0.99966 -0.52249 0.76379 -0.0782
C -1.31996 0.61833 -0.16671 -0.0956
C -1.56076 0.26050 -1.64147 -0.0379
C -0.36765 0.24158 -2.58284 -0.4372
F -0.68502 0.91812 -3.72533 0.1171
F -0.04331 -1.00951 -2.95699 0.1309
C 0.94594 0.89245 -2.10242 -0.3420
F 1.88084 0.64678 -3.04180 0.1612
F 1.37176 0.30533 -0.95943 0.1454
C 0.88140 2.44757 -1.91443 -0.3491
F 1.38406 3.03573 -3.01401 0.1681
F -0.37658 2.88197 -1.75412 0.1656
C 1.74642 2.95026 -0.73015 -0.5196
F 1.76094 4.29910 -0.76741 0.1743
F 2.99904 2.48902 -0.85008 0.1914
F 1.22727 2.56618 0.44229 0.1690
C -0.35205 -1.77658 0.28471 -0.3445
O -0.60904 -2.32640 -0.76338 0.1110
C 0.64443 -2.38855 1.21034 -0.1694
P 2.09956 -3.21131 0.51787 0.7336
O 3.34533 -2.96238 1.26862 -0.4192
C 0.36374 -2.30474 2.51401 -0.1781
F 1.10979 -2.85544 3.45675 0.1397
C -0.89374 -1.60895 2.94715 -0.2594
O -1.54023 -1.96725 3.90633 0.1600
H -1.88244 0.56062 3.82883 0.0848
H -1.62924 1.63096 2.42209 0.0867
H -3.04414 0.60935 2.53734 0.1017
H -2.24347 1.04619 0.20082 0.1237
H -0.56615 1.37938 -0.01829 0.0959
H -2.26140 0.97503 -2.04872 0.1293
H -2.04574 -0.70216 -1.69760 0.1288
H 1.78120 -4.57829 0.40826 0.0253
H 2.14375 -2.74624 -0.80923 0.0259
```

Results
Energy: -2066.5011 Ha
F_max: 0.82 eV/A
2S+1: 1
Charge: 0

Record 3
A molecular structure, C35H46IrN6O3P2 in a non-equilibrium geometry, computed with wB97M-V/def2-TZVPD.

XYZ file:
```
93
Properties=species:S:1:pos:R:3:lowdin_charge:R:1
Ir 3.00004 -0.85951 -1.42431 1.6058
C 3.65891 -1.22084 -3.23753 -0.3134
C 2.30566 -1.75020 -3.02218 -0.3273
C 2.11777 -3.24655 -2.85748 -0.1582
C 2.53520 -3.74116 -1.45661 -0.1530
C 2.95760 -2.62172 -0.54192 -0.3044
C 4.31393 -2.05907 -0.61915 -0.3216
C 5.26468 -2.53837 -1.69561 -0.1626
C 4.86213 -2.13041 -3.13880 -0.1599
C 2.19041 0.29851 -0.04400 -0.2610
H 3.72360 -0.40303 -3.96682 0.1170
H 1.50741 -1.23780 -3.57245 0.1153
H 2.65142 -3.79734 -3.64275 0.1278
H 1.05293 -3.46959 -3.02053 0.1136
H 1.67228 -4.24255 -1.00390 0.1149
H 3.32422 -4.49772 -1.52534 0.1274
H 2.48687 -2.61387 0.44290 0.1007
H 4.75210 -1.72243 0.33066 0.1314
H 5.38680 -3.62852 -1.62830 0.1263
H 6.24702 -2.09064 -1.47403 0.1266
H 5.70516 -1.57902 -3.57262 0.1247
H 4.72710 -3.02192 -3.76352 0.1266
H 1.38069 0.93590 -0.42592 -0.0205
H 2.98554 0.94197 0.37942 0.0425
H 1.78875 -0.34395 0.75736 -0.0055
P -1.49856 -2.01428 1.83145 1.0051
P -1.82999 -0.63440 -0.15125 0.9847
N -0.21784 -2.89976 2.57403 -0.2467
N -2.72912 -2.13927 3.01305 -0.2629
N 1.69422 2.40518 -2.54850 0.0118
N -1.48193 0.30599 -1.66660 -0.1713
C -2.14344 -3.15232 0.56436 -0.3138
C -2.03932 -2.35394 -0.76543 -0.3136
C 0.98555 -2.28566 2.96206 -0.1528
C 1.79561 -3.23823 3.55732 -0.0700
C 1.08350 -4.48587 3.53376 -0.0519
C -0.13895 -4.25626 2.91994 -0.1085
C -2.82470 -1.19400 4.05450 -0.1297
C -3.71530 -1.66942 4.99928 -0.0612
C -4.20201 -2.94029 4.54129 -0.0486
C -3.58901 -3.20457 3.32350 -0.1159
C 2.83541 2.85078 -1.96146 -0.1180
C 3.88216 2.96641 -2.93861 -0.0437
C 3.30084 2.58347 -4.17547 -0.0529
C 1.93950 2.24671 -3.87916 -0.1050
C -1.89752 -0.19121 -2.90321 -0.1474
C -1.71544 0.77598 -3.88173 -0.0641
C -1.10984 1.89539 -3.25557 -0.0953
C -0.92751 1.56809 -1.91688 -0.1418
H -3.19121 -3.43917 0.74673 0.0925
H -1.51773 -4.05745 0.55876 0.0918
H -1.10412 -2.59432 -1.29990 0.0891
H -2.88492 -2.51963 -1.45114 0.1035
H 1.12708 -1.23143 2.76887 0.0913
H 2.78131 -3.06429 3.97157 0.1067
H 1.43813 -5.43127 3.92869 0.1112
H -0.95662 -4.91938 2.66623 0.1111
H -2.26431 -0.26981 3.98516 0.0998
H -3.99456 -1.17506 5.92489 0.1105
H -4.91230 -3.58153 5.05204 0.1119
H -3.72091 -4.01697 2.62187 0.1016
H 2.90702 3.06618 -0.89955 0.1131
H 4.90237 3.27023 -2.73740 0.1012
H 3.75056 2.52121 -5.16043 0.1043
H 1.19137 1.93623 -4.59988 0.1088
H -2.28220 -1.19518 -2.95880 0.0860
H -1.99600 0.66719 -4.91939 0.1066
H -0.84096 2.83114 -3.71729 0.1050
H -0.39648 2.11487 -1.16269 0.0638
C -1.33545 5.65621 0.20114 -0.0755
C -2.60708 4.84290 0.32560 -0.1470
C -2.63229 3.69010 1.37552 -0.2601
C -2.33905 4.07725 2.86002 -0.1427
C -0.98747 4.70800 3.14601 -0.0764
C -4.07967 3.16691 1.33485 -0.3330
O -5.06776 3.83774 1.57023 0.1556
N -4.28321 1.82114 0.96476 0.2569
C -3.26973 1.01978 0.59044 -0.4024
O -3.45792 -0.20474 0.08995 -0.0560
N -2.00015 1.35598 0.68734 0.1035
C -1.58534 2.63901 0.96325 -0.3680
O -0.38220 2.86533 0.85036 0.0617
H -1.26807 6.41278 0.98936 0.0765
H -1.33407 6.16915 -0.76745 0.0895
H -0.46198 4.99862 0.24399 0.0681
H -3.46391 5.50753 0.51336 0.1335
H -2.81314 4.35912 -0.64636 0.1290
H -3.15162 4.71669 3.23649 0.1361
H -2.40967 3.13580 3.43169 0.1234
H -0.99264 5.78504 2.95281 0.0770
H -0.73160 4.55265 4.19951 0.0883
H -0.21674 4.23370 2.53208 0.0659
H -5.21927 1.44305 0.92946 0.1867
```

Results
F_max: 5.29 eV/A
2S+1: 6
<S²>: 8.7780
Relative energy (zero: lowest compared OMol25 entry of this formula, charge and spin): 0.2947 eV
Charge: +2